# 1
A molecular structure, C49H53N7O2PSn at a distorted geometry. Source: the Open Molecules 2025 dataset; level of theory: ωB97M-V/def2-TZVPD.

Each line ends with the Löwdin charge.
Positions of all 113 atoms, in Å:
Sn 0.8255 -0.4342 0.2313  1.2296
O 3.7918 -0.1665 -3.0907  0.0618
C 5.0273 -0.1622 -2.5388  -0.2467
C 6.1577 -0.2859 -3.3457  -0.0368
C 7.4292 -0.2501 -2.8037  -0.1079
C 7.5935 -0.1058 -1.4350  -0.1053
C 6.4744 -0.0096 -0.6251  -0.0334
C 5.1840 -0.0315 -1.1484  -0.0656
C 4.0013 0.0710 -0.2341  -0.4632
O 2.9113 0.4706 -0.7195  -0.1685
N 4.3386 -0.2468 1.0291  0.0173
N 3.3684 -0.2218 1.9415  -0.0104
C 3.7636 -0.3736 3.1567  -0.1222
C 2.8797 -0.1889 4.2932  -0.2805
C 3.3395 -0.4238 5.5977  -0.0413
C 2.5034 -0.1728 6.6682  -0.0923
C 1.2417 0.3486 6.4274  -0.0854
C 0.8779 0.5715 5.1066  -0.1568
N 1.6487 0.2878 4.0708  0.1154
H 3.8640 -0.2891 -4.0425  0.1082
H 6.0314 -0.4152 -4.4163  0.1062
H 8.2919 -0.3278 -3.4538  0.0948
H 8.5884 -0.0711 -1.0101  0.0910
H 6.5679 0.0910 0.4457  0.0988
H 4.8175 -0.5660 3.3675  0.1071
H 4.3410 -0.7996 5.7639  0.1021
H 2.8315 -0.3656 7.6824  0.0985
H 0.5582 0.5777 7.2333  0.0924
H -0.0791 1.0144 4.8619  0.1048
C -0.8831 0.0074 -4.2035  -0.0656
C -0.1869 -0.9243 -4.9552  -0.0634
C 0.7494 -1.7277 -4.3319  -0.0160
C 0.9817 -1.5936 -2.9583  -0.2300
N 0.3106 -0.6745 -2.2573  0.0490
C -0.5896 0.0883 -2.8526  -0.1797
C 1.9037 -2.4525 -2.1959  -0.2218
C 2.6887 -3.4089 -2.8480  -0.0590
C 3.5210 -4.2455 -2.1296  -0.1056
C 3.5889 -4.1142 -0.7488  -0.0970
C 2.8212 -3.1513 -0.1125  -0.1475
C 1.9458 -2.3020 -0.7973  -0.2348
H -1.6357 0.6434 -4.6463  0.1052
H -0.3822 -1.0348 -6.0148  0.1033
H 1.2788 -2.4680 -4.9129  0.0944
H -1.1089 0.7640 -2.1903  0.0485
H 2.6662 -3.5153 -3.9263  0.0900
H 4.1064 -5.0005 -2.6415  0.0913
H 4.2422 -4.7693 -0.1821  0.0936
H 2.9011 -3.0531 0.9665  0.0834
C 0.9869 2.9862 -2.8134  -0.1306
C -0.2905 3.4983 -2.1257  -0.5282
C -1.5055 3.4366 -3.0551  -0.1140
P -0.4429 2.5678 -0.4635  1.0180
C 0.2822 3.9833 0.5686  -0.5490
C 0.5635 3.5197 1.9909  -0.1412
C -0.3799 5.3611 0.6073  -0.1398
C -2.2617 2.4937 -0.2067  -0.3009
C -2.9521 3.7122 -0.1645  -0.1086
C -4.3187 3.8299 -0.0094  -0.3151
C -4.9961 5.1730 0.0943  -0.0766
C -5.0587 2.6506 0.0232  -0.0705
C -4.4462 1.4294 -0.0275  -0.0397
C -3.0213 1.2618 -0.0931  -0.3473
N -2.5310 0.0229 -0.1357  0.0392
C -3.3835 -1.0321 0.1736  -0.2587
C -3.7659 -1.9668 -0.8162  -0.2073
C -3.4494 -1.7226 -2.2654  -0.0471
C -4.5058 -3.0945 -0.4861  -0.0412
C -4.9134 -3.3532 0.8127  -0.3038
C -5.7300 -4.5747 1.1502  -0.0755
C -4.5854 -2.4137 1.7784  -0.0380
C -3.8652 -1.2655 1.4838  -0.2166
C -3.6228 -0.3001 2.6072  -0.0382
H 1.4249 3.7593 -3.4509  0.0715
H 0.7810 2.1159 -3.4327  0.0508
H 1.7352 2.6802 -2.0790  0.0535
H -0.1203 4.5496 -1.8854  0.0736
H -2.0108 2.4736 -3.0211  0.0511
H -1.1897 3.6204 -4.0864  0.0732
H -2.2441 4.1929 -2.7890  0.0667
H 1.2502 4.0874 0.0603  0.0999
H -0.3696 3.4164 2.5466  0.0743
H 1.1872 4.2474 2.5190  0.0732
H 1.0675 2.5544 1.9930  0.0429
H -1.2281 5.3655 1.2919  0.0715
H -0.7261 5.6899 -0.3728  0.0524
H 0.3456 6.1003 0.9583  0.0750
H -2.3846 4.6271 -0.2636  0.0671
H -4.2766 5.9510 0.3528  0.0643
H -5.7698 5.1519 0.8648  0.0659
H -5.4741 5.4550 -0.8494  0.0670
H -6.1422 2.7118 0.0746  0.1043
H -5.0508 0.5300 -0.0166  0.1070
H -3.1473 -0.6898 -2.4018  0.0514
H -4.3270 -1.9251 -2.8829  0.0745
H -2.6354 -2.3651 -2.6111  0.0776
H -4.8002 -3.7763 -1.2804  0.1103
H -5.4389 -5.4333 0.5402  0.0663
H -6.7904 -4.3877 0.9614  0.0708
H -5.6298 -4.8412 2.2044  0.0653
H -4.9148 -2.5679 2.8027  0.1102
H -4.5318 -0.1747 3.1995  0.0779
H -3.3161 0.6723 2.2346  0.0622
H -2.8409 -0.6949 3.2568  0.0737
N -0.5655 -4.6086 2.0674  0.0607
C -0.4673 -4.1112 3.3417  -0.1072
C 0.0674 -2.8646 3.2078  -0.1393
N 0.2848 -2.5958 1.8828  -0.0244
C -0.1158 -3.6524 1.2254  -0.2065
H -0.9712 -5.4890 1.8090  0.1455
H -0.7903 -4.6689 4.2019  0.0995
H 0.3134 -2.1435 3.9681  0.0857
H -0.0838 -3.7575 0.1554  0.1221

Force components x, y, z for each atom (eV/Å):
Sn 0.958 -0.648 -0.461
O -0.209 0.008 -0.087
C 0.328 0.078 0.150
C -0.011 -0.026 -0.086
C -0.003 -0.001 0.000
C 0.063 0.005 -0.010
C 0.084 0.036 -0.134
C -0.137 -0.041 -0.295
C 0.147 0.082 0.692
O -0.514 -0.214 0.757
N 0.550 -0.275 -0.850
N -0.720 0.351 0.178
C 0.159 -0.064 -0.474
C -0.338 0.059 0.310
C 0.029 -0.076 -0.092
C -0.041 0.033 0.006
C -0.039 -0.004 0.039
C -0.021 -0.086 0.061
N 0.015 0.147 -0.186
H 0.109 -0.035 -0.016
H -0.038 0.036 -0.013
H 0.000 -0.029 -0.021
H -0.017 0.001 0.049
H -0.005 -0.018 -0.004
H 0.019 0.016 -0.085
H 0.022 -0.024 -0.077
H 0.038 -0.004 -0.011
H 0.001 0.035 0.010
H -0.177 -0.045 0.023
C 0.030 -0.052 -0.032
C -0.027 0.087 0.112
C 0.060 -0.029 0.040
C -0.111 0.052 -0.330
N 0.078 -0.026 0.297
C -0.286 0.060 -0.095
C 0.150 -0.200 0.423
C -0.066 0.009 -0.031
C 0.022 -0.042 0.021
C 0.045 -0.087 -0.071
C -0.100 0.168 0.247
C -0.130 0.392 0.034
H -0.020 0.048 0.048
H 0.013 -0.004 -0.012
H 0.021 -0.035 0.051
H -0.147 0.039 -0.023
H -0.044 0.013 0.003
H 0.033 0.044 0.001
H -0.004 0.070 0.047
H 0.010 -0.038 -0.005
C 0.030 0.151 0.134
C 0.150 -0.271 0.062
C 0.117 0.141 0.060
P -0.550 0.643 -0.502
C -0.078 -0.303 0.036
C 0.027 -0.125 -0.006
C 0.150 -0.040 -0.108
C 0.064 -0.118 0.193
C -0.156 -0.138 0.066
C 0.045 0.459 -0.006
C 0.044 -0.154 -0.144
C -0.022 -0.111 0.036
C -0.175 0.216 0.015
C -0.289 0.272 -0.350
N 0.815 0.043 0.067
C 0.042 -0.433 0.012
C -0.056 0.126 0.004
C 0.087 0.019 0.105
C -0.024 -0.024 0.062
C 0.035 -0.182 0.047
C -0.068 0.106 -0.056
C -0.044 -0.047 -0.082
C 0.000 -0.029 -0.071
C 0.176 0.054 -0.080
H -0.017 -0.015 -0.067
H 0.016 -0.055 -0.028
H 0.102 0.010 -0.062
H -0.015 -0.017 0.050
H -0.064 -0.060 -0.007
H -0.006 0.020 -0.034
H -0.062 -0.077 0.013
H -0.020 -0.002 -0.029
H -0.081 -0.048 0.046
H 0.007 -0.031 0.014
H 0.085 -0.074 0.126
H 0.005 0.024 0.013
H 0.016 0.102 0.029
H 0.003 -0.001 0.078
H -0.112 -0.098 -0.028
H -0.023 0.050 0.002
H -0.015 0.095 0.004
H -0.045 0.090 0.028
H -0.046 -0.073 0.051
H -0.022 0.114 -0.010
H 0.028 0.087 -0.080
H 0.027 -0.030 -0.037
H 0.073 0.036 -0.067
H 0.044 -0.030 -0.018
H 0.009 0.015 0.060
H -0.058 -0.066 0.018
H 0.026 -0.025 -0.039
H -0.008 -0.004 0.027
H 0.032 0.005 0.020
H 0.076 0.018 0.128
H 0.120 0.092 0.140
N -0.183 -0.031 -0.040
C 0.032 0.092 0.254
C -0.046 -0.052 0.092
N 0.008 -0.014 -0.128
C 0.012 0.034 -0.032
H -0.006 0.010 -0.074
H 0.027 -0.022 0.021
H -0.010 0.007 0.044
H -0.006 -0.095 -0.066

Calculated values
Energy above the lowest of the compared OMol25 structures with the same formula, charge and spin   2.169 eV
HOMO-LUMO gap   5.811 eV
E   -2988.4600 a.u.
Total charge   -1
LUMO energy   2.44 eV


# 2
A single C3H4N4O molecule at a distorted geometry. Source: the Open Molecules 2025 dataset; level of theory: ωB97M-V/def2-TZVPD.

Each line ends with the natural charge from an NBO analysis.
Positions of all 12 atoms, in Å:
H 0.9865 -2.0874 -0.4157  0.3855
N -0.0431 -1.7313 -0.4048  -0.6178
C -0.2085 -0.5818 -0.1071  0.3297
C -1.4175 0.3400 -0.0302  0.3044
N -2.5590 -0.3844 0.1770  -0.5915
H -2.5096 -1.5116 0.3593  0.3930
N -0.9998 1.7915 -0.3852  -0.3883
C 0.3480 1.5793 -0.1379  0.2599
N 0.7922 0.3193 0.3272  -0.2102
O 2.1270 -0.1678 -0.0948  -0.5497
H 1.0001 2.3515 -0.0888  0.1955
H 2.4836 0.0827 0.8009  0.4894

Force components x, y, z for each atom (eV/Å):
H -2.397 1.133 0.318
N 1.710 -5.107 -1.537
C 0.321 4.816 1.910
C -3.807 -4.952 -0.905
N 2.445 2.280 -0.147
H 1.067 3.766 -0.816
N 3.571 -4.540 2.431
C -5.295 -1.306 -0.130
N 0.717 0.206 -1.905
O -1.077 2.207 2.656
H 2.010 2.351 -0.409
H 0.735 -0.854 -1.465

Calculated values
Energy above the lowest of the compared OMol25 structures with the same formula, charge and spin   5.522 eV
HOMO-LUMO gap   9.260 eV
E   -410.8003 a.u.
SMILES   [H]/N=C1/C(=N\[H])N=CN1O
LUMO energy   -0.39 eV